No. 1
12
Properties=species:S:1:pos:R:3:forces:R:3:nbo_charge:R:1 method="wB97M-V/def2-TZVPD" e_above_lowest_kcal_mol=0.0 total_charge=+1 orbital_gap_ha=0.32047 lumo_ev=-4.97 homo_energy_ha=-0.50314 spin_multiplicity=1 e_tot_ev=-22762.333 largest_force_ha_per_bohr=0.0632
C 1.072 0.424 -0.926 2.051 1.433 -1.411 0.3072
C 2.697 1.464 -2.114 -2.394 -2.121 -0.560 0.6003
C -0.593 -0.202 0.494 -0.329 0.240 0.911 0.0788
N 0.455 -0.574 -1.468 -0.437 -0.128 0.462 -0.2930
N 0.524 0.720 0.230 -0.344 -0.358 0.104 -0.5966
O 2.603 1.145 -3.218 0.296 0.451 0.971 -0.3471
O -0.600 -1.047 -0.642 0.195 -0.237 -0.588 -0.3217
Cl 3.522 2.347 -1.059 0.636 0.669 0.630 0.2799
H -0.416 -0.793 1.405 -0.046 0.100 -0.273 0.1992
H -1.546 0.340 0.572 0.197 -0.135 -0.076 0.1986
H 0.587 -1.091 -2.322 0.036 0.055 0.009 0.4514
H 0.786 1.450 0.871 0.140 0.031 -0.179 0.4429

=====

No. 2
10
Properties=species:S:1:pos:R:3:forces:R:3:nbo_charge:R:1 method="wB97M-V/def2-TZVPD" e_above_lowest_kcal_mol=78.3 orbital_gap_ha=0.34924 lumo_ev=0.55 homo_energy_ha=-0.32904 spin_multiplicity=1 e_tot_ev=-19232.379 largest_force_ha_per_bohr=0.0566
C -1.451 0.908 -0.043 0.949 -0.055 2.750 -0.7914
C -2.335 0.820 -0.932 -1.525 0.558 -1.983 0.7103
O -3.163 0.897 -1.721 -1.218 -0.310 -1.219 -0.4714
H -1.943 0.994 0.922 0.597 0.093 0.265 0.2604
H -0.472 0.549 -0.203 0.359 -0.055 0.259 0.2714
C 1.988 -1.128 0.823 1.589 -1.803 -0.545 -0.0529
N 1.207 -0.407 0.185 -0.998 0.734 -0.517 -0.4210
Cl 1.705 0.615 -1.058 1.088 0.485 -0.396 0.1184
H 3.066 -1.391 0.716 -0.600 0.989 -0.139 0.1812
H 1.397 -1.856 1.311 -0.241 -0.636 1.524 0.1951

=====

No. 3
10
Properties=species:S:1:pos:R:3:forces:R:3:nbo_charge:R:1 method="wB97M-V/def2-TZVPD" e_above_lowest_kcal_mol=98.1 orbital_gap_ha=0.39958 lumo_ev=0.74 homo_energy_ha=-0.37234 spin_multiplicity=1 e_tot_ev=-19231.523 largest_force_ha_per_bohr=0.0695
C -0.696 1.414 1.357 -0.649 -0.064 -0.642 -0.0836
N -0.514 2.566 1.344 -0.301 -0.015 1.375 0.2053
O -0.296 3.714 1.598 0.326 0.002 -0.705 -0.3763
H -1.489 0.692 1.210 0.630 0.031 -0.044 0.2534
C 0.647 -1.138 -1.583 1.192 0.602 -3.317 -0.4228
C 0.504 -1.550 -0.372 -0.418 -0.173 3.272 -0.2203
Cl -0.933 -2.396 0.145 -0.034 -0.042 0.112 -0.0424
H -0.056 -1.331 -2.484 1.349 0.358 1.922 0.2342
H 1.662 -0.677 -1.730 -1.316 -0.160 -0.413 0.2225
H 1.171 -1.294 0.514 -0.777 -0.538 -1.559 0.2300

=====

No. 4
10
Properties=species:S:1:pos:R:3:forces:R:3:nbo_charge:R:1 method="wB97M-V/def2-TZVPD" e_above_lowest_kcal_mol=94.1 orbital_gap_ha="0.30532 / 0.30524" lumo_ev="0.07 / 0.07" homo_energy_ha="-0.30258 / -0.30254" spin_multiplicity=1 e_tot_ev=-19231.695 largest_force_ha_per_bohr=0.0800
C -1.907 0.140 -0.670 -0.085 -1.254 0.059 0.1284
C -1.629 2.550 -1.222 1.136 -1.951 3.440 -0.2184
C 0.857 -2.281 0.471 2.516 1.617 -0.880 0.2803
N -1.892 1.340 -0.811 0.506 1.630 -0.545 -0.3159
O -0.196 -2.561 0.035 -2.006 -0.873 -0.338 -0.4823
Cl -2.864 -0.750 0.468 0.240 0.710 -0.288 0.0155
H -0.952 3.133 -0.563 -0.321 -0.376 -0.869 0.1983
H -2.375 2.982 -1.765 -1.515 1.308 -1.802 0.1930
H 1.546 -1.613 -0.197 -0.483 -0.827 1.216 0.0925
H 1.231 -2.609 1.457 0.013 0.017 0.009 0.1085

=====

No. 5
10
Properties=species:S:1:pos:R:3:forces:R:3:nbo_charge:R:1 method="wB97M-V/def2-TZVPD" e_above_lowest_kcal_mol=105.5 orbital_gap_ha=0.31855 lumo_ev=-0.08 homo_energy_ha=-0.32148 spin_multiplicity=1 e_tot_ev=-19231.201 largest_force_ha_per_bohr=0.1219
C 1.740 -0.491 0.063 -2.895 0.683 -1.363 -0.2845
C 0.630 0.541 0.248 5.966 -1.114 -1.566 -0.0464
C -1.986 0.196 -0.351 -1.057 -0.890 1.570 0.5540
H 1.620 -1.855 -0.314 -0.125 4.823 1.680 0.2611
H 0.922 1.839 0.248 -1.027 -4.440 0.082 0.2410
H -0.732 -0.839 1.077 0.410 2.321 -1.729 0.4193
H -1.964 1.043 -1.064 0.425 -0.381 0.229 0.1369
N -0.636 0.039 0.428 -5.097 -2.764 0.689 -0.7112
O -3.075 -0.417 -0.168 5.260 1.878 -0.087 -0.5423
Cl 3.480 -0.056 -0.168 -1.860 -0.116 0.494 -0.0278

=====

No. 6
10
Properties=species:S:1:pos:R:3:forces:R:3:nbo_charge:R:1 method="wB97M-V/def2-TZVPD" e_above_lowest_kcal_mol=82.2 orbital_gap_ha=0.29760 lumo_ev=-0.39 homo_energy_ha=-0.31192 spin_multiplicity=1 e_tot_ev=-28019.538 largest_force_ha_per_bohr=0.0380
C -0.544 1.330 -1.959 1.044 0.333 0.304 0.0723
C 1.288 0.660 0.710 0.702 0.712 -0.566 -0.4634
C -1.140 -1.034 -1.568 0.881 -1.361 -0.331 -0.1753
N -0.962 0.202 -1.765 -0.543 -0.184 -0.227 -0.3321
S 0.433 -0.561 1.327 0.083 0.871 -0.134 0.0459
Cl -1.465 2.690 -2.387 -0.485 -0.100 -0.098 0.0304
H 2.332 0.447 0.406 -0.534 0.184 0.150 0.1866
H 1.017 1.751 0.491 -0.190 -1.709 0.597 0.2107
H -1.247 -1.384 -0.511 -0.212 0.208 -1.170 0.2159
H -0.878 -1.747 -2.429 -0.745 1.046 1.475 0.2091

=====

No. 7
13
Properties=species:S:1:pos:R:3:forces:R:3:mulliken_spin:R:1 method="wB97M-V/def2-TZVPD" total_charge=+3 orbital_gap_ha="0.18387 / 0.21739" lumo_ev="-14.38 / -13.96" homo_energy_ha="-0.71228 / -0.73032" spin_multiplicity=4 e_tot_ev=-45963.927 largest_force_ha_per_bohr=0.0245
Y -1.130 3.742 -1.831 0.127 -0.422 0.097 0.9910
Ti -1.712 1.911 2.680 0.359 -0.385 -0.976 2.0092
Cl -1.772 1.832 0.002 0.163 0.669 0.885 -0.0016
C -0.048 -1.392 0.478 -0.075 0.048 0.383 0.0003
C 0.166 -1.054 -1.016 -0.136 -0.525 0.882 0.0029
O 1.120 0.016 -0.966 -0.537 0.103 -0.719 -0.0019
C 1.423 0.351 0.287 1.114 0.581 0.082 0.0013
O 2.165 1.250 0.572 -0.945 -0.211 0.078 0.0010
O 0.788 -0.438 1.169 -0.297 0.160 0.345 0.0004
H 0.238 -2.400 0.773 0.129 0.065 -0.130 -0.0002
H -1.052 -1.198 0.874 -0.086 -0.274 -0.503 -0.0014
H -0.776 -0.732 -1.457 0.206 0.114 -0.305 -0.0012
H 0.592 -1.889 -1.564 -0.023 0.078 -0.119 0.0003

=====

No. 8
12
Properties=species:S:1:pos:R:3:forces:R:3:nbo_charge:R:1 method="wB97M-V/def2-TZVPD" e_above_lowest_kcal_mol=40.5 total_charge=-1 orbital_gap_ha=0.32731 lumo_ev=3.72 homo_energy_ha=-0.19047 spin_multiplicity=1 e_tot_ev=-23889.415 largest_force_ha_per_bohr=0.1208
O 2.179 -1.648 -0.531 -0.129 0.304 1.864 -0.7440
C 1.564 -1.077 0.434 -0.708 0.793 -2.207 0.7753
O 1.375 -1.377 1.609 0.331 -0.359 0.197 -0.7307
C 0.825 0.311 -0.117 2.940 -2.789 -4.706 0.0872
O 1.018 0.146 -1.717 0.841 -0.690 4.288 -0.8101
Cl 1.887 1.622 0.342 0.227 0.900 0.427 -0.0674
C -0.565 0.486 0.298 -1.228 -0.321 0.167 -0.1107
O -0.639 0.432 1.681 -0.534 0.039 2.333 -0.7666
H 1.821 -0.604 -1.548 -2.233 1.373 -0.428 0.4966
H -0.875 1.540 0.131 -0.342 -0.833 -0.917 0.1838
H -1.215 -0.361 -0.136 0.833 1.539 0.019 0.1775
H -0.038 -0.215 2.112 0.003 0.044 -1.037 0.5091